(1)
Molecular formula: C35H54N2O9P2S
Method: DFT, ωB97M-V with the def2-TZVPD basis set

Multiplicity: 1
Gap between HOMO and LUMO, eV: 8.489
E_HOMO, eV: -7.86
SMILES: CC(C)[C@@H](C)COc1ccc2c(c1)Sc1ccccc1N2c1cccnc1.CCOP(=O)(OCC)OCC.CCOP(=O)(OCC)OCC

Last column: Löwdin charge in e.
Element x y z (Å)
C -3.228 -0.662 -1.151  -0.0511
C -2.864 -2.161 -1.308  -0.3635
C -1.682 -2.535 -0.395  -0.0531
C -2.692 -2.607 -2.771  -0.3162
C -4.067 -2.566 -3.475  -0.0608
C -1.769 -1.714 -3.607  -0.1621
O -0.541 -1.451 -2.925  -0.0670
C 0.086 -0.285 -3.276  -0.2955
C -0.463 0.957 -2.998  0.0105
C 0.210 2.117 -3.327  0.0034
C 1.464 2.094 -3.930  -0.2097
C 1.983 0.835 -4.226  -0.4439
C 1.312 -0.335 -3.915  -0.0340
S 3.564 0.742 -5.009  1.0434
C 4.353 2.109 -4.207  -0.4547
C 5.694 2.039 -3.877  -0.1039
C 6.335 3.112 -3.278  -0.0882
C 5.593 4.257 -3.048  -0.0802
C 4.247 4.315 -3.366  -0.0348
C 3.574 3.238 -3.939  -0.2357
N 2.198 3.265 -4.285  0.0329
C 1.521 4.514 -4.015  -0.2417
C 1.154 5.280 -5.105  0.0243
C 0.516 6.486 -4.827  -0.0476
C 0.301 6.811 -3.498  -0.1521
N 0.677 6.091 -2.444  0.0886
C 1.286 4.939 -2.715  -0.1059
H -3.392 -0.193 -2.121  0.0631
H -2.401 -0.162 -0.646  0.0695
H -4.141 -0.545 -0.570  0.0765
H -3.725 -2.711 -0.918  0.1230
H -0.896 -1.788 -0.489  0.0564
H -2.038 -2.552 0.638  0.0675
H -1.290 -3.520 -0.648  0.0823
H -2.311 -3.627 -2.855  0.1387
H -4.870 -2.858 -2.802  0.0799
H -4.278 -1.544 -3.799  0.0736
H -4.071 -3.188 -4.370  0.0789
H -2.280 -0.791 -3.888  0.1133
H -1.520 -2.242 -4.535  0.1368
H -1.423 0.974 -2.502  0.1056
H -0.271 3.055 -3.090  0.1116
H 1.781 -1.274 -4.179  0.1232
H 6.209 1.111 -4.091  0.1049
H 7.379 3.023 -3.015  0.1050
H 6.062 5.115 -2.584  0.1075
H 3.728 5.238 -3.155  0.1118
H 1.347 4.940 -6.113  0.1256
H 0.173 7.130 -5.624  0.1036
H -0.222 7.738 -3.284  0.1046
H 1.590 4.315 -1.883  0.1168
C 2.394 -1.263 -0.859  -0.0641
C 2.148 -1.344 0.631  -0.2663
O 3.210 -0.742 1.372  -0.1730
P 3.072 0.738 2.011  0.4753
O 1.662 0.953 2.377  -0.2265
O 3.845 0.502 3.411  -0.1944
C 3.216 0.783 4.660  -0.2864
C 2.628 -0.477 5.261  -0.0736
O 4.371 1.408 1.369  -0.1612
C 4.409 1.677 -0.043  -0.2461
C 3.285 2.595 -0.477  -0.0697
H 2.379 -0.226 -1.203  0.0636
H 1.622 -1.810 -1.400  0.0690
H 3.368 -1.685 -1.117  0.0888
H 1.184 -0.895 0.877  0.0918
H 2.106 -2.390 0.941  0.1231
H 2.456 1.556 4.551  0.1037
H 3.990 1.182 5.318  0.1150
H 1.958 -0.971 4.557  0.0720
H 2.076 -0.250 6.174  0.0757
H 3.422 -1.186 5.502  0.0750
H 4.404 0.738 -0.601  0.1067
H 5.369 2.152 -0.240  0.1186
H 2.305 2.155 -0.254  0.0751
H 3.335 2.792 -1.550  0.0481
H 3.344 3.547 0.054  0.0955
C -2.977 -4.966 6.496  -0.0765
C -2.351 -3.702 5.939  -0.2751
O -2.711 -3.498 4.572  -0.1781
P -3.853 -2.436 4.143  0.4737
O -3.840 -1.320 5.105  -0.2240
O -3.233 -1.823 2.787  -0.2066
C -3.040 -0.416 2.619  -0.2746
C -1.612 -0.027 2.937  -0.0626
O -4.782 -3.416 3.284  -0.1696
C -5.517 -4.471 3.917  -0.2650
C -6.468 -3.966 4.982  -0.0797
H -4.065 -4.877 6.535  0.0602
H -2.617 -5.156 7.508  0.0794
H -2.735 -5.827 5.872  0.0803
H -2.623 -2.844 6.555  0.1075
H -1.264 -3.789 5.965  0.1192
H -3.746 0.152 3.224  0.1073
H -3.260 -0.193 1.572  0.0896
H -1.318 -0.370 3.929  0.0788
H -1.482 1.054 2.886  0.0827
H -0.925 -0.489 2.225  0.0570
H -4.823 -5.214 4.316  0.1029
H -6.080 -4.963 3.125  0.1207
H -5.931 -3.436 5.775  0.0676
H -7.013 -4.796 5.433  0.0835
H -7.187 -3.269 4.553  0.0847

=====

(2)
Molecular formula: C23H18CeClN6O7S3
Method: DFT, ωB97M-V with the def2-TZVPD basis set

Multiplicity: 2
Gap between HOMO and LUMO (spin up / spin down), eV: 8.300 / 8.310
<S²>: 0.75
E_HOMO (spin up / spin down), eV: -8.27 / -8.27

Last column: Löwdin charge in e.
Element x y z (Å)
Ce -0.075 -0.093 -1.405  0.9226
O -5.728 0.589 -0.416  0.1334
C -5.520 -0.656 -0.002  -0.4933
O -6.366 -1.273 0.586  0.0851
C -4.176 -1.260 -0.285  -0.0243
C -3.770 -2.498 0.161  -0.5541
Cl -4.608 -3.672 1.056  0.8405
N -2.516 -2.727 -0.286  -0.0372
N -2.086 -1.699 -1.025  0.0542
C -3.067 -0.810 -1.040  -0.1278
C -2.862 0.411 -1.899  -0.5452
O -3.625 1.353 -1.803  0.1069
O -1.826 0.326 -2.690  -0.1675
C -1.740 -3.947 -0.260  -0.2446
C -1.198 -4.393 -1.450  -0.0386
C -0.441 -5.551 -1.452  -0.0682
C -0.238 -6.252 -0.270  -0.0733
C -0.787 -5.784 0.915  -0.0667
C -1.544 -4.620 0.928  -0.0547
H -4.947 0.940 -0.909  0.0588
H -1.358 -3.834 -2.360  0.1217
H -0.008 -5.900 -2.380  0.1096
H 0.352 -7.160 -0.272  0.1058
H -0.618 -6.316 1.842  0.1087
H -1.944 -4.236 1.858  0.1069
N 1.132 5.311 5.017  0.1152
C 0.950 4.403 4.004  -0.3051
C 2.052 3.840 3.347  -0.0210
C 1.867 2.946 2.313  -0.0392
C 0.569 2.601 1.943  -0.3063
C -0.541 3.159 2.579  -0.0385
C -0.349 4.050 3.607  -0.0180
S 0.279 1.567 0.621  0.5682
O 1.505 0.841 0.266  -0.3836
O -0.802 0.636 0.952  -0.3216
N -0.231 2.248 -0.721  -0.1556
C 0.792 2.751 -1.578  -0.4477
N 0.987 1.990 -2.656  0.0653
C 1.904 2.398 -3.531  -0.0905
C 2.625 3.550 -3.335  -0.0337
C 2.380 4.236 -2.156  -0.0952
N 1.470 3.849 -1.264  0.1666
H 2.044 5.450 5.410  0.0963
H 0.351 5.593 5.581  0.0965
H 3.056 4.109 3.655  0.1141
H 2.715 2.505 1.807  0.1207
H -1.547 2.885 2.279  0.1278
H -1.206 4.481 4.115  0.1165
H 2.062 1.770 -4.400  0.1262
H 3.356 3.886 -4.056  0.1070
H 2.948 5.128 -1.914  0.1140
C 4.891 -2.285 -1.190  -0.0974
O 3.675 -2.531 -0.462  -0.2020
C 2.528 -2.047 -0.935  -1.2235
S 2.479 -1.154 -2.389  0.6343
S 1.181 -2.404 0.001  0.7111
H 5.617 -2.961 -0.753  0.0913
H 5.196 -1.250 -1.051  0.0896
H 4.763 -2.491 -2.249  0.0596